1.
ORCA calculation (the ωB97M-V functional and the def2-TZVPD basis) on one molecule with the formula CH3N2PS.

Properties
Highest occupied orbital energy (spin up / spin down) in eV: -8.95 / -7.54
Frontier orbital gap (spin up / spin down) in eV: 8.3 / 5.1
E in eV: -24184.512

Each line ends with the Löwdin charge.
Geometry (Å):
1 S 2.86037 -1.25376 0.06685  0.594
2 P -2.21123 -1.43760 0.25255  0.732
3 N -1.00373 -0.96927 -0.60080  -0.429
4 N 0.19427 -0.74512 -0.66036  -0.135
5 C 1.14828 -0.57135 0.32291  -0.667
6 H 0.64740 -0.85875 1.29659  0.088
7 H -3.00372 -0.45843 -0.11798  -0.216
8 H 1.23836 0.44930 0.33880  0.034

2.
ORCA calculation (the ωB97M-V functional and the def2-TZVPD basis) on one molecule with the formula CH3N3O.

Properties
Highest occupied orbital energy (spin up / spin down) in eV: -9.24 / -10.06
Frontier orbital gap (spin up / spin down) in eV: 7.6 / 9.8
E in eV: -7597.052

Each line ends with the Löwdin charge.
Geometry (Å):
1 O 1.18177 -0.17536 0.04994  -0.197
2 N 0.10768 0.70620 0.44507  0.121
3 N 2.33255 0.27155 0.00855  0.076
4 N -2.09739 0.68527 -0.07139  0.131
5 C -0.99047 0.01546 0.13716  -0.332
6 H 2.96502 -0.52560 -0.06254  0.073
7 H -2.73507 0.12398 -0.48738  -0.013
8 H -0.76409 -1.10151 -0.01942  0.141